Record 1
Formula: C36H105N12O4
Source: OMol25
Level of theory: the ωB97M-V functional and the def2-TZVPD basis

**Gap between HOMO and LUMO**: 3.42 eV
**Net charge**: +5
**Molar mass**: 770.32 g mol⁻¹

Each line ends with the Löwdin charge.
Cartesian coordinates (Å):
O1 -0.81054 0.93544 -3.34647  -0.1438
O2 -1.64299 -1.59428 0.50859  -0.0502
O3 1.17287 -2.26530 0.53843  -0.0738
O4 1.97359 0.60696 -2.93510  -0.0671
N1 3.52907 -5.76071 0.95257  -0.2367
N2 -5.83111 0.24333 -1.81631  -0.2302
N3 -3.44970 -4.19189 0.45614  0.3374
N4 -2.36251 -0.79273 4.74276  -0.2303
N5 -0.66982 1.19692 -7.14416  0.3416
N6 3.09736 -0.65463 -5.06771  0.3125
N7 4.49359 3.42919 2.20433  -0.1761
N8 1.62343 4.96305 -2.49642  -0.2235
N9 0.53701 3.20146 -4.42625  0.2621
N10 -3.65599 0.46352 -3.56546  0.2744
N11 -0.19036 -2.13357 3.29255  0.3085
N12 0.77136 -5.19488 0.45718  0.2750
C1 2.34044 4.56548 2.43581  -0.0640
C2 -5.22775 0.16418 -0.48617  -0.2707
C3 1.43634 6.82687 -4.15930  -0.0585
C4 -0.80077 -1.14252 -0.32949  -0.3471
C5 6.22857 3.49697 4.07270  -0.0708
C6 3.14588 4.87952 -2.46995  -0.1905
C7 -1.27478 0.72187 6.41063  -0.0624
C8 3.93245 -4.40125 1.24411  -0.2875
C9 5.49966 2.69820 2.97738  -0.2638
C10 1.19919 6.37025 -2.69626  -0.2193
C11 -1.30040 -0.33545 -1.36572  0.0153
C12 3.66735 3.46511 -2.63840  -0.0668
C13 1.08557 4.49397 -1.18641  -0.2360
C14 3.71917 -6.66092 2.09542  -0.2316
C15 2.91294 -7.98068 2.01652  -0.0601
C16 -2.65863 -3.24087 5.36254  -0.0808
C17 -6.52918 -1.01323 -2.08877  -0.2548
C18 3.76160 1.51143 0.73451  -0.0860
C19 -8.02423 1.45637 -1.01556  -0.0352
C20 -4.18275 0.73881 3.91699  -0.0620
C21 -0.41405 0.26901 -2.32676  -0.2820
C22 3.43600 -5.78588 -1.58435  -0.0657
C23 1.54671 -0.77615 -1.11284  0.0092
C24 -4.46387 1.39353 -0.01530  -0.0664
C25 0.65815 -1.40678 -0.26757  -0.3414
C26 -7.00285 -1.11772 -3.54681  -0.0587
C27 -2.32717 -0.35556 6.15870  -0.2221
C28 -0.36466 4.06661 -1.32449  -0.0836
C29 4.35920 2.91782 0.83322  -0.2460
C30 3.25185 3.44809 2.97385  -0.2617
C31 -3.10174 -2.06488 4.52405  -0.2686
C32 4.06108 -6.30478 -0.28242  -0.2163
C33 -2.73820 0.22914 3.79745  -0.2730
C34 5.37935 -4.13136 1.49950  -0.0724
C35 1.14496 0.09619 -2.14542  -0.3144
C36 -6.76488 1.37454 -1.92936  -0.2394
H1 -3.28255 -0.01108 6.56624  0.1255
H2 1.10585 5.25945 -0.41038  0.1242
H3 -3.08865 -4.09104 -0.49174  0.1518
H4 5.70997 -4.60313 2.43432  0.0871
H5 -4.34964 -3.73814 0.62972  0.1666
H6 -4.50451 -0.66334 -0.51005  0.0868
H7 6.26669 2.26428 2.33320  0.1145
H8 3.26990 -8.66038 1.24607  0.0744
H9 -0.59914 3.09639 -1.77610  0.0397
H10 2.74654 5.56798 2.51931  0.0902
H11 -7.79420 -0.43171 -3.83940  0.0807
H12 -2.67592 0.58192 -3.20067  0.0669
H13 -4.18846 1.65277 3.31595  0.0737
H14 3.71700 1.08387 -0.26892  0.0457
H15 -4.12990 -1.87367 4.85327  0.1280
H16 -3.78474 1.84626 -0.74123  0.0684
H17 3.65718 -3.75821 0.39661  0.1031
H18 -7.35678 -1.17662 -1.39457  0.1173
H19 4.01392 -1.10692 -5.13337  0.1709
H20 1.88145 -7.74929 1.72503  0.0548
H21 2.89206 0.05668 -5.75841  0.1351
H22 -2.35643 -0.22329 -1.50829  0.0659
H23 5.15351 -6.28744 -0.34493  0.1316
H24 3.48828 5.49819 -3.29810  0.1102
H25 -5.91796 -0.11142 0.32024  0.1289
H26 1.87579 6.97647 -2.08411  0.1301
H27 2.72264 2.48272 2.98404  0.0952
H28 -3.46135 -0.19358 -4.31686  0.1330
H29 2.90446 -0.29285 -4.10549  0.0919
H30 -3.00006 -3.05213 6.37895  0.0897
H31 -0.84811 4.01931 -0.34548  0.0872
H32 -5.18973 2.16725 0.24933  0.0840
H33 -7.68268 1.86286 -0.06368  0.0741
H34 1.21243 6.08208 -4.93002  0.0505
H35 -3.63621 -5.20035 0.55087  0.1697
H36 1.32014 2.66409 -4.78498  0.0970
H37 3.50706 -6.08208 2.99760  0.1198
H38 2.73675 1.52937 1.11652  0.0558
H39 -2.11198 1.08914 4.04836  0.1040
H40 5.61525 -3.08323 1.67433  0.0872
H41 0.71515 7.63632 -4.25963  0.0874
H42 3.89482 -4.94052 -2.10108  0.0703
H43 0.96141 -4.17308 0.40111  0.0815
H44 -4.93421 0.09436 3.46382  0.0709
H45 -1.37084 1.93588 -7.26579  0.1728
H46 -0.16483 -1.66063 2.38259  0.0901
H47 3.41973 -6.56264 -2.35122  0.0857
H48 -3.03861 -2.26545 3.44620  0.0919
H49 -2.53040 0.08049 2.73084  0.0945
H50 -0.13790 2.53631 -3.98400  0.0709
H51 -4.34837 1.05543 4.94333  0.0828
H52 -7.30491 -2.13493 -3.78560  0.0886
H53 -0.97064 4.79881 -1.86733  0.0760
H54 2.06866 4.34928 1.40600  0.0193
H55 2.41676 -1.39551 -5.25045  0.1496
H56 2.38277 -5.52040 -1.46688  0.0332
H57 -1.57213 -3.33977 5.30398  0.0681
H58 -6.14562 -0.82528 -4.16241  0.0556
H59 4.74251 -6.99476 2.30656  0.1322
H60 3.37505 -3.97384 2.08501  0.1131
H61 2.48335 7.07004 -4.31260  0.0752
H62 -1.10435 0.97382 7.45465  0.0934
H63 0.53819 -5.51693 -0.47813  0.1237
H64 0.19008 6.57468 -2.34736  0.1145
H65 3.43406 2.91872 -1.72853  0.0365
H66 -4.32063 0.23733 -2.76856  0.0893
H67 -0.93773 0.72790 -6.26974  0.1376
H68 0.28120 1.54369 -7.05981  0.1435
H69 -0.86904 -1.64513 3.93667  0.0912
H70 0.73676 -2.13465 3.71521  0.1561
H71 -8.74269 2.06365 -1.55553  0.0942
H72 4.27252 0.81467 1.40135  0.0732
H73 -8.44180 0.47433 -0.79937  0.0726
H74 -5.83399 -1.85643 -1.99180  0.1032
H75 1.39784 4.40970 2.97144  0.0757
H76 -1.52253 1.65744 5.91007  0.0708
H77 3.27732 3.02221 -3.55549  0.0452
H78 -0.02713 -5.30070 1.07180  0.1192
H79 -2.72002 -3.97492 1.13459  0.1214
H80 3.71686 3.67353 0.37445  0.0721
H81 2.58901 -1.05944 -1.07449  0.1267
H82 3.84482 -7.37288 -0.29498  0.1114
H83 3.39921 5.39723 -1.54276  0.1318
H84 6.08891 -4.61019 0.82200  0.0840
H85 6.37371 2.90122 4.97634  0.0731
H86 -3.94238 1.21217 0.92224  0.0594
H87 -0.34621 0.30989 6.00662  0.0736
H88 -6.27714 2.35135 -1.89805  0.1152
H89 0.88238 3.85137 -3.63677  0.0912
H90 -0.59675 -3.05416 3.16988  0.1123
H91 1.61382 3.59750 -0.85881  0.0992
H92 5.78643 4.43780 4.39629  0.0764
H93 -3.89689 1.36457 -3.97784  0.1454
H94 0.09799 3.70613 -5.19273  0.1229
H95 -7.23996 1.43150 -2.91148  0.1024
H96 3.38701 3.58752 4.04724  0.1219
H97 -3.19496 -4.14743 5.08201  0.0849
H98 4.74434 3.55079 -2.78683  0.0973
H99 5.02238 1.83672 3.46662  0.1004
H100 7.26070 3.69474 3.77974  0.0726
H101 -0.74571 0.49508 -7.88964  0.1768
H102 1.71466 -5.59101 0.76862  0.0987
H103 5.30565 3.03854 0.30538  0.1234
H104 2.91946 -8.45912 2.99223  0.0896
H105 -2.07085 -1.21191 6.78090  0.1103

Forces on atoms 1 to 2 (eV/Å):
-0.26 -0.39 0.20
1.60 -0.66 -0.24


Record 2
Formula: C36H108O36
Source: OMol25
Level of theory: the ωB97M-V functional and the def2-TZVPD basis

**Gap between HOMO and LUMO**: 9.30 eV
**Molar mass**: 1117.22 g mol⁻¹
**Energy above the lowest of the compared OMol25 structures with the same formula, charge and spin**: 795.7 kJ/mol

Each line ends with the Löwdin charge.
Cartesian coordinates (Å):
O1 -17.29666 3.46507 4.61823  -0.0669
O2 -10.13530 4.79208 1.86213  -0.0632
O3 -22.23686 4.14744 -1.18660  -0.0696
O4 -24.88276 -4.53455 1.05429  -0.1018
O5 -21.19776 -1.03391 8.73600  -0.0560
O6 -25.39452 -0.15690 5.21203  -0.0891
O7 -11.21384 4.01034 -0.64330  -0.0981
O8 -13.15407 -0.21303 -0.46197  -0.0693
O9 -15.03522 -4.45260 4.62328  -0.0818
O10 -17.14300 5.67646 -3.17491  -0.0877
O11 -14.99277 0.71533 2.43989  -0.0677
O12 -17.32504 0.83069 5.73132  -0.1064
O13 -13.89193 2.16595 -1.87610  -0.0644
O14 -13.09284 6.77438 4.66373  -0.0387
O15 -14.64600 -4.64702 0.18264  -0.0536
O16 -18.62554 -1.36709 -4.25603  -0.0633
O17 -17.27696 -5.33080 -1.01338  -0.0709
O18 -17.42396 0.62798 1.16790  -0.0484
O19 -12.46022 0.07007 3.74871  -0.0527
O20 -18.53889 -1.97521 2.32508  -0.0391
O21 -22.15286 2.06666 0.70536  -0.0296
O22 -11.34601 4.23088 5.38896  -0.0756
O23 -17.48136 -2.78312 -0.46027  -0.0900
O24 -22.61087 0.47760 3.18356  -0.0723
O25 -17.89290 -0.53292 -1.79791  -0.0629
O26 -23.08420 -5.45403 6.35676  -0.0769
O27 -13.81712 3.03435 3.93312  -0.1055
O28 -17.49139 -2.01789 5.87414  -0.0922
O29 -23.38248 1.46904 6.00656  -0.0998
O30 -25.12692 -3.68008 5.69061  -0.0522
O31 -23.08454 -4.03832 10.02336  -0.0662
O32 -22.90411 -2.77286 2.58993  -0.0783
O33 -20.30671 -3.18483 6.56905  -0.0601
O34 -18.00365 -4.30016 -4.46348  -0.0735
O35 -15.39644 5.22373 3.91961  -0.0979
O36 -15.54974 4.52755 -1.19779  -0.0874
C1 -22.76510 -3.07055 1.17326  -0.2027
C2 -14.64752 -0.54253 3.00365  -0.2323
C3 -21.33526 3.03021 -1.28699  -0.2227
C4 -20.98504 2.34660 0.07182  -0.2798
C5 -22.17496 0.62057 5.77136  -0.1476
C6 -23.37657 -4.50263 0.87022  -0.1464
C7 -17.04127 -3.27175 -4.43217  -0.2315
C8 -18.42444 0.54019 2.16603  -0.2265
C9 -21.94811 -3.27636 9.69110  -0.2210
C10 -14.46507 -0.11940 -1.12624  -0.1591
C11 -22.12647 -4.56958 5.71413  -0.2029
C12 -17.39561 -1.72727 -4.79188  -0.2161
C13 -15.82637 -5.06030 0.87159  -0.2158
C14 -24.89214 -2.47217 5.02979  -0.2267
C15 -20.78173 -4.47871 6.36596  -0.2736
C16 -16.92470 4.13616 -1.30720  -0.2118
C17 -11.35274 4.10871 1.85199  -0.2346
C18 -18.59984 -2.68128 -1.40263  -0.1616
C19 -11.91238 2.91644 5.58714  -0.1832
C20 -14.90318 1.38282 -1.24903  -0.2234
C21 -15.69402 -3.94977 5.81375  -0.1878
C22 -25.57244 -1.37326 5.87325  -0.2058
C23 -14.18545 6.73534 5.51307  -0.2475
C24 -18.39675 1.84369 6.11575  -0.1080
C25 -15.48841 6.29952 4.85816  -0.1796
C26 -16.57662 -6.07887 -0.05169  -0.2020
C27 -13.44964 2.96780 5.34776  -0.1647
C28 -13.16036 -0.91746 2.97670  -0.1719
C29 -17.71308 5.37995 -1.86604  -0.1843
C30 -17.66621 3.18192 5.93477  -0.2485
C31 -21.79225 0.90066 4.29605  -0.2025
C32 -18.99197 -1.16954 -1.26583  -0.2359
C33 -11.44777 3.15895 0.57329  -0.1332
C34 -22.25900 -1.76047 9.27200  -0.2320
C35 -18.49472 -0.73838 2.95350  -0.2717
C36 -16.06171 -2.38444 5.68240  -0.1613
H1 -21.53259 -3.77435 8.81506  0.0775
H2 -17.41255 -1.66852 -5.88017  0.1077
H3 -16.80194 3.20737 6.59846  0.1249
H4 -20.42237 3.10697 0.61342  0.1217
H5 -20.64605 -4.93795 7.34513  0.1152
H6 -25.75542 -0.32260 4.33802  0.1017
H7 -24.11020 1.00127 5.59036  0.0085
H8 -13.93934 2.02320 5.58443  0.1156
H9 -11.36864 2.33563 4.84208  0.1017
H10 -23.10365 -1.91350 8.60024  0.1009
H11 -22.43979 -1.95667 2.78956  0.0567
H12 -16.54520 -1.10454 -4.51419  0.1133
H13 -22.68834 -1.15073 10.06697  0.1164
H14 -26.61029 -1.49353 6.18389  0.1257
H15 -12.91632 -1.07041 1.92544  0.0973
H16 -19.43713 0.48909 1.76609  0.1013
H17 -16.17144 -3.58253 -5.01088  0.1114
H18 -17.10844 -5.82158 -1.82106  0.1117
H19 -10.02633 5.57072 2.41299  0.0959
H20 -20.35483 1.50454 -0.21432  0.1053
H21 -13.09354 1.90168 -1.41314  0.0607
H22 -18.30129 1.41195 2.80865  0.1180
H23 -17.53049 -0.83177 3.45313  0.0878
H24 -14.56178 -0.58222 -2.10835  0.1165
H25 -16.16348 6.11849 5.69458  0.1316
H26 -15.48388 -5.66062 1.71445  0.1067
H27 -23.21780 -4.64048 -0.19931  0.0997
H28 -16.66670 -4.44147 5.82868  0.1061
H29 -21.84764 2.32156 -1.93768  0.1095
H30 -13.94510 6.04130 6.31846  0.1198
H31 -22.86172 -5.30800 1.39407  0.1105
H32 -10.83580 4.81886 -0.28979  0.0499
H33 -19.26325 -0.73770 3.72645  0.1137
H34 -15.88815 -6.81070 -0.47422  0.1315
H35 -17.29748 -6.69832 0.48192  0.1205
H36 -19.41447 -3.31870 6.24103  0.0627
H37 -25.06831 -1.06022 6.78756  0.1244
H38 -21.73356 -2.96970 0.83583  0.0973
H39 -20.15176 -5.11020 5.73950  0.1203
H40 -22.51514 -0.36006 6.10415  0.1032
H41 -15.21749 -0.58539 -0.48999  0.0934
H42 -19.15532 -0.86419 -0.23230  0.0984
H43 -12.45281 2.76321 0.42708  0.0920
H44 -16.94340 3.34359 -2.05526  0.1070
H45 -15.79754 -2.29103 4.62903  0.0747
H46 -16.35385 -4.24159 1.36107  0.1112
H47 -15.07774 5.51645 3.06267  0.1214
H48 -16.79852 4.28359 4.55913  0.0331
H49 -18.88082 -3.91596 -4.39576  0.0787
H50 -15.15895 -1.30168 2.41185  0.1181
H51 -17.59726 -1.06889 5.77524  0.0195
H52 -14.34844 7.72456 5.94085  0.1279
H53 -11.30926 3.34646 2.62993  0.0877
H54 -23.48870 0.86079 3.24815  0.0905
H55 -25.11528 -2.48651 3.96297  0.1187
H56 -17.16593 -3.68979 -0.46711  0.0082
H57 -22.12363 -4.87825 4.66875  0.1196
H58 -17.75145 6.30773 -1.29521  0.1106
H59 -20.78300 0.53032 4.11612  0.0785
H60 -15.17712 1.90918 -0.33470  0.1075
H61 -16.74507 -3.26525 -3.38321  0.0805
H62 -20.00108 -1.18460 -1.67763  0.1310
H63 -18.74659 5.07747 -2.03480  0.0915
H64 -23.17907 -2.36042 0.45741  0.1062
H65 -14.31424 3.85192 3.85542  0.0213
H66 -17.16535 -0.61133 -1.17652  0.0651
H67 -13.09211 -1.06549 -0.02485  0.0596
H68 -23.95392 -5.18178 6.05498  0.0390
H69 -10.73832 2.33216 0.53868  0.1162
H70 -22.85328 -4.81842 10.53282  0.0856
H71 -22.45360 -3.53802 5.84443  0.0973
H72 -26.07366 -3.81738 5.77086  0.1060
H73 -18.52608 -3.01086 -2.43899  0.0849
H74 -19.19957 1.70743 5.39117  0.0909
H75 -15.42748 -5.29632 4.38695  0.0703
H76 -19.45149 -3.15940 -0.91870  0.1118
H77 -22.72229 4.26577 -2.00633  0.0780
H78 -16.58214 0.52953 1.61874  0.0285
H79 -21.38557 0.90066 6.46887  0.1019
H80 -25.36068 -4.20767 0.28857  0.0631
H81 -18.86289 1.60207 7.07097  0.1264
H82 -17.00028 1.25760 4.93515  0.0480
H83 -13.32936 7.03160 3.76959  0.0975
H84 -15.35993 -1.87864 6.34554  0.1141
H85 -12.12407 4.86925 1.97335  0.1161
H86 -15.90620 7.04066 4.17680  0.1342
H87 -20.46069 3.24832 -1.89990  0.0955
H88 -21.91337 1.62310 1.52236  0.0499
H89 -15.82877 1.50064 -1.81252  0.1034
H90 -12.41555 0.95002 3.36755  0.0553
H91 -13.04225 -1.87134 3.49077  0.1270
H92 -14.43939 1.29737 2.96582  0.0502
H93 -17.19643 3.77560 -0.31510  0.1088
H94 -17.75498 5.66741 -3.91449  0.0746
H95 -20.92042 -1.58937 8.00378  0.0471
H96 -21.16117 -3.42064 10.43137  0.1152
H97 -21.74537 1.98543 4.20026  0.1237
H98 -12.07555 4.75155 5.04504  0.0297
H99 -15.20098 -4.00653 6.78421  0.1077
H100 -15.00125 3.86301 -1.62104  0.0391
H101 -13.98524 3.79844 5.80739  0.1073
H102 -14.95708 -4.77406 -0.71663  0.0676
H103 -23.83359 -2.28418 4.85030  0.0931
H104 -18.43616 3.94624 6.04003  0.1242
H105 -18.38397 -1.09258 -3.36840  0.0160
H106 -11.71822 2.50588 6.57802  0.1186
H107 -15.12804 -0.56327 3.98179  0.0928
H108 -17.80277 -2.12213 1.72663  0.0550

Forces on atoms 1 to 2 (eV/Å):
0.32 -1.74 -1.31
1.65 -0.03 -1.27